# 1
A cluster of 2 separate species, CH4I2O in total in a non-equilibrium geometry, computed with ωB97M-V with the def2-TZVPD basis set.

```
! wB97M-V def2-TZVPD RIJCOSX def2/J DEFGRID3
* xyz 0 1
I 0.00 0.00 0.00
C 0.02 0.07 2.23
I 0.04 2.11 3.18
H -0.87 -0.49 2.57
H 0.92 -0.52 2.51
O -0.21 2.94 -1.73
H -0.90 3.62 -1.57
H -0.71 2.11 -1.89
*
```

## Properties
ΔE to the lowest compared entry with this formula, charge and spin in kcal/mol: 4.8
Maximum force in eV Å⁻¹: 1.93
Molecular weight in g/mol: 285.850
Structure (SMILES): ICI.O
Calculated total energy in eV: -19349.909

# 2
An isolated molecule of C2H4N2OS2 in a non-equilibrium geometry, computed with ωB97M-V with the def2-TZVPD basis set.

```
! wB97M-V def2-TZVPD RIJCOSX def2/J DEFGRID3
* xyz 0 1
O -1.44 1.46 -0.08
N -0.66 0.41 -0.18
C -1.15 -0.92 -0.12
S -2.73 -1.23 0.02
C 0.67 0.97 0.03
N 1.78 0.34 0.12
S 2.08 -1.21 -0.09
H -2.23 0.97 -0.04
H -0.39 -1.66 0.22
H 0.62 2.04 0.05
H 3.45 -1.17 0.07
*
```

## Properties
ΔE to the lowest compared entry with this formula, charge and spin in kcal/mol: 85.0
Maximum force in eV Å⁻¹: 5.50
Molecular weight in g/mol: 136.201
Structure (SMILES): ON(C=S)/C=N\S
Calculated total energy in eV: -28833.399

# 3
A cluster of 2 separate species, C3H9OS in total in a non-equilibrium geometry, computed with ωB97M-V with the def2-TZVPD basis set.

```
! wB97M-V def2-TZVPD RIJCOSX def2/J DEFGRID3
* xyz -1 1
C 0.23 0.47 -2.44
O 0.47 -0.87 -2.08
H 0.72 0.63 -3.52
H -0.78 0.81 -2.41
H 1.06 1.03 -1.89
C -0.09 0.73 1.42
C -0.37 -0.80 2.05
S -0.34 -2.01 0.66
H -0.59 0.97 0.49
H 0.96 0.77 1.21
H -0.38 1.42 2.27
H 0.30 -1.09 2.90
H -1.38 -0.76 2.48
H 0.18 -1.30 -1.16
*
```

## Properties
ΔE to the lowest compared entry with this formula, charge and spin in kcal/mol: 42.0
Maximum force in eV Å⁻¹: 4.72
Molecular weight in g/mol: 93.171
Calculated total energy in eV: -16139.235

# 4
A structure of composition C50H62BrCl3N8NaO8P2S in a non-equilibrium geometry, computed with ωB97M-V with the def2-TZVPD basis set.

```
! wB97M-V def2-TZVPD RIJCOSX def2/J DEFGRID3
* xyz -1 1
Na -0.30 -0.98 0.54
O -0.57 -0.11 4.73
C -1.90 0.26 4.74
C -2.54 0.52 5.94
C -3.88 0.91 5.95
C -4.56 1.03 4.75
C -3.90 0.76 3.56
C -2.57 0.38 3.52
C -1.81 0.08 2.23
O -1.65 -1.22 1.96
N -2.47 0.89 1.13
N -2.23 0.55 -0.09
C -2.57 1.32 -1.08
C -2.29 0.95 -2.44
Br -1.04 -0.51 -2.61
C -2.72 1.47 -3.60
C -3.79 2.44 -3.85
C -4.67 2.94 -2.89
C -5.71 3.79 -3.24
C -5.90 4.18 -4.56
C -5.03 3.70 -5.53
C -3.99 2.84 -5.18
H -0.24 -0.02 5.63
H -1.99 0.44 6.88
H -4.37 1.12 6.89
H -5.60 1.34 4.74
H -4.43 0.85 2.62
H -0.83 0.60 2.34
H -2.50 1.90 1.34
H -3.02 2.29 -0.90
H -2.24 1.09 -4.49
H -4.56 2.63 -1.86
H -6.38 4.15 -2.47
H -6.71 4.84 -4.82
H -5.16 3.99 -6.56
H -3.33 2.47 -5.95
C 4.70 -3.48 1.62
N 3.94 -2.32 1.17
C 4.40 -1.76 -0.10
P 2.31 -2.29 1.38
O 1.68 -1.09 0.82
O 1.83 -3.67 0.62
P 0.51 -3.87 -0.28
O -0.38 -2.72 -0.44
N -0.23 -5.10 0.54
C 0.49 -6.31 0.89
C -1.67 -5.28 0.34
N 1.19 -4.32 -1.72
C 0.34 -4.26 -2.91
C 2.31 -5.24 -1.82
N 2.05 -2.66 2.97
C 2.48 -1.55 3.85
C 0.66 -3.08 3.30
H 5.74 -3.19 1.78
H 4.68 -4.29 0.88
H 4.29 -3.84 2.56
H 5.42 -1.38 0.01
H 3.75 -0.95 -0.41
H 4.40 -2.52 -0.90
H 1.55 -6.09 1.05
H 0.41 -7.09 0.12
H 0.09 -6.72 1.82
H -2.12 -4.31 0.11
H -2.12 -5.65 1.27
H -1.89 -5.99 -0.46
H -0.49 -3.58 -2.73
H -0.05 -5.25 -3.18
H 0.92 -3.87 -3.75
H 2.89 -5.22 -0.90
H 2.96 -4.92 -2.64
H 1.99 -6.27 -2.02
H 3.45 -1.18 3.53
H 2.57 -1.92 4.87
H 1.76 -0.72 3.83
H 0.34 -3.88 2.63
H -0.07 -2.27 3.22
H 0.66 -3.47 4.32
Cl 0.54 8.17 -0.75
C 1.84 7.04 -0.94
C 1.61 5.79 -1.47
C 2.66 4.90 -1.60
C 3.96 5.22 -1.21
C 5.12 4.22 -1.19
C 5.11 3.13 -2.27
N 3.94 2.26 -2.30
C 3.22 2.03 -3.46
C 2.15 1.27 -3.08
N 2.20 1.02 -1.74
C 3.29 1.60 -1.30
O 5.17 3.64 0.11
C 6.43 3.71 0.78
C 7.41 2.63 0.41
C 7.53 1.45 1.07
Cl 6.57 0.92 2.38
S 8.80 0.47 0.44
C 9.18 1.65 -0.74
C 8.37 2.73 -0.64
C 4.15 6.51 -0.69
Cl 5.73 7.06 -0.18
C 3.12 7.41 -0.55
H 0.61 5.50 -1.76
H 2.44 3.92 -1.99
H 6.05 4.77 -1.36
H 6.01 2.54 -2.14
H 5.16 3.62 -3.24
H 3.52 2.45 -4.40
H 1.33 0.91 -3.69
H 3.61 1.65 -0.26
H 6.19 3.64 1.84
H 6.89 4.68 0.59
H 9.99 1.47 -1.43
H 8.46 3.59 -1.29
H 3.30 8.39 -0.13
C 2.31 6.19 6.40
C 1.57 5.50 5.28
C 0.24 5.12 5.43
C -0.46 4.46 4.41
C -1.90 4.10 4.65
C 0.21 4.15 3.22
C 1.55 4.54 3.05
C 2.32 4.25 1.78
C 2.20 5.21 4.08
C -0.50 3.32 2.13
O -1.70 3.62 1.88
O 0.17 2.40 1.61
H 1.64 6.40 7.24
H 2.75 7.13 6.06
H 3.12 5.56 6.77
H -0.28 5.35 6.36
H -2.19 4.34 5.67
H -2.10 3.05 4.46
H -2.54 4.65 3.95
H 1.71 4.44 0.89
H 2.59 3.20 1.73
H 3.22 4.87 1.74
H 3.23 5.52 3.93
*
```

## Properties
ΔE to the lowest compared entry with this formula, charge and spin in kcal/mol: 42.6
Maximum force in eV Å⁻¹: 2.18
Molecular weight in g/mol: 1206.362
Calculated total energy in eV: -222602.632

# 5
An isolated molecule of C11H8ClNOS in a non-equilibrium geometry, computed with ωB97M-V with the def2-TZVPD basis set.

```
! wB97M-V def2-TZVPD RIJCOSX def2/J DEFGRID3
* xyz 0 1
O -2.02 2.08 -0.55
C -1.29 1.11 -0.69
C 0.18 1.24 -1.26
C 1.18 0.98 -0.15
C 0.76 0.52 1.05
C 1.70 0.28 2.08
N 3.01 0.52 1.84
C 3.42 0.95 0.68
C 2.55 1.20 -0.40
C -1.83 -0.27 -0.53
S -3.13 -0.24 0.64
C -3.21 -1.91 0.56
C -2.38 -2.43 -0.37
C -1.53 -1.48 -0.99
Cl -0.31 -2.01 -2.14
H 0.23 0.45 -1.96
H 0.48 2.27 -1.76
H -0.31 0.30 1.32
H 1.32 -0.22 3.03
H 4.50 1.08 0.57
H 2.97 1.66 -1.20
H -4.02 -2.58 0.90
H -2.27 -3.48 -0.67
*
```

## Properties
Maximum force in eV Å⁻¹: 4.92
Molecular weight in g/mol: 237.711
Structure (SMILES): O=C(Cc1ccncc1)c1sccc1Cl
Calculated total energy in eV: -38430.428

# 6
A structure of composition C5H13NOS in a non-equilibrium geometry, computed with ωB97M-V with the def2-TZVPD basis set.

```
! wB97M-V def2-TZVPD RIJCOSX def2/J DEFGRID3
* xyz 0 1
C -0.81 -0.98 -0.33
N -0.35 0.19 1.21
C -1.71 0.30 1.84
O -1.68 1.03 3.06
C -0.38 0.00 -1.55
C 0.79 0.90 -1.29
C 2.15 0.27 -0.66
S 2.25 -1.42 -1.16
H -1.88 -0.95 0.20
H -0.74 -1.97 -0.69
H -0.21 -0.88 0.60
H -2.21 -0.65 1.99
H -2.40 0.89 1.13
H -0.79 0.95 3.44
H -1.23 0.54 -1.84
H -0.21 -0.58 -2.34
H 0.38 1.61 -0.61
H 0.98 1.40 -2.24
H 2.15 0.37 0.40
H 3.02 0.70 -1.17
H 2.88 -1.73 0.03
*
```

## Properties
ΔE to the lowest compared entry with this formula, charge and spin in kcal/mol: 164.7
Maximum force in eV Å⁻¹: 6.00
Molecular weight in g/mol: 135.232
Calculated total energy in eV: -19761.962